50
Properties=species:S:1:pos:R:3:forces:R:3 method="wB97M-V/def2-TZVPD" spin_multiplicity=1 lumo_energy_ev=0.42 gap_ev=9.92 smiles=COC[C@H](C)N.CO.CO.CO.CO.O.O.O e_above_lowest_kcal_mol=40.9 homo_energy_ha=-0.34896
C -4.336 11.394 11.487 1.47 2.62 0.43
C -2.945 11.116 12.053 -0.05 -0.12 -0.67
C -1.846 11.471 11.032 0.01 -0.74 0.51
O -0.563 11.125 11.526 0.73 -0.12 0.16
C -0.255 9.732 11.594 -0.77 -0.36 -0.23
N -2.671 11.896 13.277 0.24 -1.11 0.08
H -5.045 11.302 12.277 -0.74 0.03 0.55
H -4.616 10.757 10.695 -0.13 -0.75 -0.98
H -4.299 12.470 11.142 -0.53 -1.02 0.21
H -2.963 10.038 12.253 0.54 -0.11 0.02
H -1.781 12.561 10.949 -0.39 -0.12 -0.27
H -2.025 10.974 10.054 -0.03 0.36 0.34
H -1.168 9.179 11.291 0.62 -0.11 0.25
H 0.035 9.436 12.615 -0.29 0.20 -0.20
H 0.581 9.445 10.942 -0.20 0.39 -0.01
H -3.332 11.533 13.971 0.31 0.38 0.02
H -1.735 11.567 13.591 -0.81 0.54 -0.15
O 5.825 10.220 10.492 0.25 -0.76 -0.11
H 5.706 11.093 10.875 -0.03 0.45 -0.19
H 6.669 10.209 10.031 -0.10 0.13 0.15
O 4.619 13.448 8.229 -0.07 -0.58 -1.82
H 4.403 14.379 8.055 -0.02 0.10 0.19
H 4.512 12.968 7.365 0.19 0.72 1.42
O 2.609 9.230 14.078 0.77 -0.85 -0.14
H 2.215 9.931 13.575 -0.30 0.55 -0.41
H 3.217 8.798 13.443 -0.47 0.32 0.47
C 3.839 17.061 9.645 1.60 -0.15 1.70
O 3.620 15.984 8.762 -0.50 -0.27 0.64
H 3.735 16.757 10.743 -0.47 0.35 -1.35
H 4.913 17.343 9.638 -0.57 0.06 -0.51
H 3.225 17.921 9.401 -0.14 0.15 0.11
H 2.872 15.510 9.187 0.06 -0.12 -0.73
C 4.456 13.590 11.701 0.95 -1.16 -0.42
O 4.544 12.562 10.704 -0.41 0.37 0.78
H 4.579 14.552 11.273 0.22 1.02 -0.51
H 3.526 13.583 12.217 -0.90 -0.26 0.44
H 5.263 13.404 12.397 0.11 0.19 0.42
H 4.643 12.980 9.832 -0.10 -0.22 -0.24
C 1.150 13.491 10.453 0.82 0.34 0.09
O 1.380 14.681 9.636 -0.25 -0.72 0.90
H 2.116 12.974 10.499 -0.48 -0.29 -0.40
H 0.924 13.718 11.513 -0.36 0.22 -0.63
H 0.349 12.922 9.971 0.43 -0.23 0.44
H 0.508 14.862 9.296 -0.18 0.63 -0.39
C 2.526 10.140 8.816 -0.39 -0.20 0.31
O 2.814 9.770 10.150 0.67 0.89 0.58
H 2.560 9.236 8.238 0.20 -0.45 -0.56
H 1.476 10.467 8.773 0.29 0.52 -0.25
H 3.252 10.860 8.410 -0.46 -0.07 0.15
H 3.407 10.463 10.508 -0.30 -0.64 -0.19


73
Properties=species:S:1:pos:R:3:forces:R:3 method="wB97M-V/def2-TZVPD" charge=-2 spin_multiplicity=3 lumo_energy_ev="4.37 / 4.26" gap_ev="6.10 / 6.13" e_above_lowest_kcal_mol=12.3 homo_energy_ha="-0.06356 / -0.06838"
Au -1.073 0.060 0.371 0.17 -0.28 -0.50
C 5.242 1.322 3.621 0.07 0.04 0.07
C 4.107 0.804 2.782 -0.07 -0.04 -0.05
C 4.040 -0.523 2.373 0.03 0.05 0.03
C 2.960 -0.985 1.664 0.02 -0.05 0.00
C 1.860 -0.168 1.294 0.01 0.01 -0.01
N 0.858 -0.748 0.561 0.26 0.01 0.09
C 0.681 -2.143 0.645 -0.02 -0.07 -0.11
C 1.235 -2.900 -0.394 -0.05 0.02 0.06
C 1.147 -4.277 -0.422 -0.02 0.01 0.05
C 0.480 -4.948 0.596 0.02 0.03 -0.05
C 0.337 -6.446 0.581 0.01 -0.08 0.01
C -0.101 -4.195 1.605 -0.04 -0.02 0.07
C -0.044 -2.803 1.655 0.06 0.00 -0.01
C -0.795 -2.024 2.778 0.05 -0.04 -0.13
O -1.071 -0.741 2.534 -0.05 0.02 0.03
C -2.156 -2.753 3.102 -0.27 -0.09 0.09
F -2.815 -3.114 1.992 0.05 0.04 0.00
F -2.981 -1.957 3.795 0.09 -0.05 -0.03
F -2.046 -3.896 3.855 0.05 0.09 -0.03
C 0.072 -2.109 4.079 0.03 0.02 0.22
F -0.622 -1.720 5.172 -0.01 -0.04 -0.06
F 1.140 -1.317 4.002 0.02 0.01 -0.07
F 0.542 -3.356 4.365 -0.05 0.08 -0.05
C 1.941 1.194 1.676 0.07 -0.04 0.09
C 3.050 1.616 2.417 -0.01 -0.01 -0.02
C 0.868 2.264 1.395 -0.03 -0.04 -0.13
O -0.227 1.943 0.667 0.01 0.16 0.17
C 1.505 3.414 0.542 0.05 0.18 -0.12
F 2.613 4.019 1.047 -0.09 -0.04 0.02
F 1.859 2.949 -0.658 -0.02 -0.04 0.02
F 0.619 4.413 0.342 0.04 -0.06 0.04
C 0.358 2.853 2.755 -0.08 0.17 0.21
F -0.805 3.502 2.602 0.03 0.03 -0.01
F 1.203 3.766 3.329 0.00 -0.08 -0.05
F 0.160 1.899 3.664 0.01 -0.03 -0.04
H 6.198 0.890 3.314 -0.01 -0.01 -0.01
H 5.104 1.084 4.681 0.01 0.00 0.00
H 5.328 2.407 3.539 -0.01 0.00 0.00
H 4.840 -1.215 2.623 0.01 0.00 0.01
H 2.942 -2.029 1.385 -0.04 0.01 -0.02
H 1.745 -2.354 -1.177 0.01 0.02 -0.02
H 1.596 -4.832 -1.240 0.00 -0.02 -0.01
H 1.176 -6.918 0.065 -0.01 0.00 -0.01
H -0.579 -6.753 0.069 0.00 0.01 -0.01
H 0.294 -6.850 1.594 -0.01 0.02 0.00
H -0.634 -4.725 2.384 0.02 -0.01 -0.02
H 3.085 2.646 2.739 0.01 0.00 0.02
O -2.314 -1.689 -0.463 -0.15 0.04 0.14
C -3.368 -1.008 -0.428 -0.08 -0.10 -0.06
O -3.426 0.180 -0.044 -0.04 0.03 0.03
H -4.304 -1.494 -0.763 0.09 0.02 0.01
C -3.430 4.050 -6.228 -0.03 0.04 -0.04
C -2.688 3.178 -5.250 -0.02 0.03 0.03
C -1.826 2.181 -5.676 0.02 -0.02 -0.02
C -1.149 1.365 -4.777 -0.02 0.01 0.06
C -0.242 0.300 -5.318 0.09 -0.09 -0.07
C -1.314 1.538 -3.387 -0.12 0.01 -0.10
Se -0.309 0.342 -2.271 -0.17 0.19 0.31
C -2.174 2.563 -2.942 0.10 -0.09 -0.11
C -2.403 2.893 -1.497 -0.02 0.05 0.00
C -2.839 3.345 -3.882 -0.01 0.01 -0.01
H -3.196 3.770 -7.257 0.00 0.00 0.00
H -3.171 5.105 -6.103 0.00 0.00 0.00
H -4.512 3.967 -6.098 0.00 0.00 0.00
H -1.675 2.019 -6.740 -0.01 0.01 -0.01
H -0.215 0.337 -6.410 -0.02 -0.01 -0.01
H -0.571 -0.693 -5.002 0.00 0.01 0.01
H 0.778 0.415 -4.942 -0.01 0.01 0.01
H -1.990 2.152 -0.834 0.05 -0.08 0.09
H -3.471 2.975 -1.286 0.03 0.02 -0.01
H -1.922 3.841 -1.246 0.00 0.04 0.01
H -3.502 4.123 -3.511 -0.01 0.01 -0.01


127
Properties=species:S:1:pos:R:3:forces:R:3 method="wB97M-V/def2-TZVPD" charge=-1 spin_multiplicity=1 lumo_energy_ev=1.95 gap_ev=6.21 homo_energy_ha=-0.15666
C 3.204 3.173 0.243 -0.82 -0.09 -0.68
C 1.846 2.514 -0.382 1.19 -0.05 0.49
C 1.448 1.233 0.525 -1.15 0.49 -0.49
C 0.513 0.166 -0.251 0.13 0.78 -0.45
C 1.194 -0.423 -1.585 -0.53 -0.08 0.18
Al -0.202 -1.327 1.015 1.47 0.08 0.23
C 0.623 -0.993 2.855 0.32 0.51 0.53
C -0.176 0.045 3.791 0.56 -1.23 1.07
C -2.250 -1.449 0.981 -2.51 1.41 -0.24
C -3.010 -0.425 1.914 -0.18 -2.10 2.89
O -3.276 -0.564 3.123 1.10 0.48 -4.12
O -3.504 0.812 1.280 -2.31 -1.41 -1.31
C -4.888 0.605 0.949 -2.69 -0.74 1.89
C -5.439 0.728 -0.558 0.19 0.20 -0.15
O -5.755 0.308 1.815 3.56 0.98 -3.18
C 0.476 -3.210 0.427 -0.72 0.11 -0.88
C 0.060 -3.590 -1.077 0.59 -0.97 0.25
F -0.270 -4.162 1.292 0.66 0.44 -0.62
H 3.217 4.298 -0.003 0.21 -1.60 0.64
H 3.210 2.955 1.361 0.13 0.63 -1.38
H 4.117 2.671 -0.236 -1.34 0.70 0.76
H 1.005 3.296 -0.439 1.13 -1.21 0.31
H 2.110 2.244 -1.457 -0.52 0.07 1.40
H 2.375 0.765 0.998 -1.11 0.54 -0.91
H 0.818 1.641 1.406 1.04 -0.57 -1.19
H -0.434 0.757 -0.563 1.32 -0.64 0.23
H 1.583 0.367 -2.313 -0.44 -0.83 0.93
H 2.094 -1.085 -1.317 -1.50 0.85 -0.49
H 0.381 -1.008 -2.159 1.47 0.74 0.84
H 0.755 -2.003 3.393 -0.11 1.56 -0.53
H 1.678 -0.541 2.703 -1.48 -0.94 0.16
H -0.918 -0.581 4.417 0.78 1.30 -1.10
H 0.562 0.480 4.569 -1.16 -0.25 -1.14
H -0.713 0.880 3.234 0.69 -1.06 0.78
H -2.637 -2.495 1.218 0.64 1.38 0.00
H -2.571 -1.195 -0.102 0.51 -0.37 1.56
H -6.582 0.877 -0.528 1.93 -0.18 0.31
H -4.979 1.603 -1.130 -0.43 -1.28 0.82
H -5.273 -0.244 -1.159 0.11 1.49 1.15
H 1.578 -3.378 0.667 -1.33 -0.12 -0.57
H 0.837 -3.225 -1.847 -1.35 -0.32 1.27
H -0.996 -3.221 -1.357 1.71 -0.39 0.45
H 0.048 -4.741 -1.168 -0.06 1.55 0.09
C 5.352 -1.644 0.312 -0.07 -0.13 0.05
C 5.188 -0.294 -0.333 -0.59 0.22 -0.28
O 4.144 0.049 -0.863 0.53 -0.08 0.08
N 6.255 0.557 -0.312 -0.07 -0.26 0.02
C 7.565 0.337 0.261 -0.18 0.49 -0.24
H 4.423 -2.205 0.216 0.05 0.21 -0.03
H 6.147 -2.204 -0.185 0.06 -0.01 0.16
H 5.577 -1.528 1.375 0.09 -0.11 -0.04
H 6.071 1.442 -0.763 0.02 -0.10 0.09
H 7.742 1.107 1.016 0.25 -0.16 0.09
H 8.309 0.436 -0.533 0.22 -0.11 0.19
H 7.654 -0.645 0.720 -0.11 0.09 -0.07
C 0.902 -0.195 -6.602 0.02 -0.15 0.02
C -0.065 -0.141 -5.450 -0.07 -0.41 0.57
O -0.223 -1.081 -4.686 -0.04 0.06 -0.32
N -0.777 1.007 -5.273 0.13 -0.22 -0.20
C -0.732 2.219 -6.064 -0.25 -0.06 0.43
H 1.395 -1.168 -6.615 -0.14 0.07 0.17
H 0.371 -0.065 -7.544 0.30 0.24 0.02
H 1.666 0.577 -6.487 -0.08 0.06 -0.22
H -1.405 0.972 -4.482 0.14 0.02 -0.04
H -0.445 3.045 -5.409 0.02 0.16 -0.23
H -1.733 2.408 -6.459 0.11 0.22 -0.18
H -0.025 2.147 -6.888 -0.07 -0.10 0.08
C 3.216 0.703 6.321 -0.04 0.17 -0.05
C 3.535 -0.731 5.988 -0.01 -0.32 -0.68
O 3.602 -1.130 4.837 0.17 0.16 0.29
N 3.752 -1.592 7.023 0.00 0.28 -0.06
C 3.718 -1.314 8.443 0.08 -0.52 -0.23
H 3.069 1.263 5.397 0.01 -0.22 0.04
H 2.296 0.756 6.907 0.10 0.10 0.07
H 4.044 1.154 6.872 -0.13 0.03 0.13
H 3.960 -2.534 6.723 -0.08 0.12 0.04
H 4.695 -1.560 8.864 -0.08 0.13 0.27
H 2.960 -1.955 8.900 0.03 0.17 0.26
H 3.485 -0.272 8.652 0.01 -0.10 -0.12
C -1.086 -0.448 -10.081 -0.03 -0.07 0.11
C -0.047 0.587 -10.418 0.41 0.18 -0.09
O 0.789 0.963 -9.606 -0.25 0.07 -0.07
N -0.056 1.110 -11.674 -0.17 -0.13 0.49
C -0.953 0.800 -12.766 0.41 0.33 -0.09
H -0.954 -0.771 -9.048 0.04 0.08 -0.15
H -2.087 -0.024 -10.184 -0.01 -0.14 -0.08
H -0.973 -1.318 -10.731 -0.10 0.06 -0.01
H 0.668 1.797 -11.827 -0.07 -0.13 -0.02
H -0.357 0.434 -13.605 -0.24 -0.10 -0.10
H -1.462 1.719 -13.063 -0.18 -0.16 -0.16
H -1.691 0.049 -12.492 0.14 0.08 0.05
C -5.712 0.897 4.708 0.01 0.30 0.19
C -6.218 1.968 5.637 0.08 0.28 -0.33
O -6.273 3.146 5.310 -0.07 -0.12 0.20
N -6.624 1.590 6.884 0.05 0.09 -0.18
C -6.637 0.261 7.457 -0.18 0.47 0.26
H -5.426 1.346 3.759 -0.06 -0.07 0.27
H -4.833 0.413 5.137 -0.09 -0.15 -0.13
H -6.497 0.162 4.519 0.16 -0.10 -0.01
H -6.950 2.360 7.450 0.03 -0.12 -0.07
H -7.666 0.023 7.739 0.08 -0.31 0.06
H -6.012 0.272 8.354 0.00 -0.33 0.02
H -6.267 -0.491 6.765 -0.01 0.18 0.01
C -5.826 -0.062 12.362 -0.10 -0.14 0.04
C -4.451 0.519 12.165 0.64 -0.08 -0.02
O -3.436 -0.146 12.316 -0.25 0.04 0.04
N -4.359 1.830 11.806 -0.18 -0.41 0.16
C -5.431 2.776 11.581 0.53 0.16 -0.11
H -5.738 -1.112 12.644 0.14 0.16 -0.06
H -6.346 0.468 13.162 -0.13 0.01 -0.15
H -6.396 -0.001 11.432 -0.12 0.08 0.12
H -3.407 2.148 11.692 -0.13 -0.03 -0.03
H -5.349 3.144 10.556 -0.28 0.13 0.05
H -5.300 3.611 12.273 -0.29 0.10 -0.09
H -6.413 2.332 11.730 0.16 -0.04 0.01
C 3.590 -0.437 -9.843 0.01 0.17 -0.10
C 3.139 -1.640 -10.628 -0.29 -0.09 -0.22
O 2.170 -1.604 -11.378 0.08 0.01 0.06
N 3.846 -2.795 -10.486 -0.18 0.39 -0.05
C 5.008 -3.038 -9.658 -0.19 -0.40 -0.27
H 2.932 0.403 -10.059 -0.02 -0.24 0.04
H 3.540 -0.649 -8.772 0.14 0.09 -0.02
H 4.608 -0.163 -10.129 0.06 -0.08 0.19
H 3.485 -3.557 -11.042 0.05 0.08 0.10
H 5.828 -3.359 -10.304 0.17 0.03 0.23
H 4.768 -3.841 -8.958 0.25 0.08 0.14
H 5.310 -2.153 -9.103 -0.12 -0.06 -0.10


20
Properties=species:S:1:pos:R:3:forces:R:3 method="wB97M-V/def2-TZVPD" spin_multiplicity=1 lumo_energy_ev=0.53 gap_ev=10.37 smiles=C[C@H]1OO[C@@H](CO)[C@@H]2O[C@@H]21 e_above_lowest_kcal_mol=140.6 homo_energy_ha=-0.36184
C -1.459 1.648 -1.758 0.30 -1.21 -0.64
C -0.750 0.323 -1.459 1.24 0.39 0.22
C 1.084 -1.159 0.360 -1.87 0.48 2.83
C 1.855 -0.185 1.377 0.55 1.24 -1.10
C -0.477 -1.075 0.719 1.16 0.90 -0.56
C -1.337 -0.302 -0.252 0.63 -1.66 2.30
H -0.968 2.236 -2.580 -0.69 -0.52 0.97
H -2.525 1.381 -1.939 0.76 0.28 -0.46
H -1.489 2.101 -0.803 0.18 1.48 0.75
H -0.852 -0.360 -2.238 -0.02 -1.14 -1.71
H 1.425 -2.229 0.470 -0.13 1.14 -0.33
H 2.877 0.192 0.849 -1.76 -1.54 1.54
H 1.329 0.765 1.488 -0.40 -0.03 -0.99
H 1.812 0.288 3.359 0.26 -4.25 -2.58
H -0.666 -1.057 1.774 -0.07 0.22 0.51
H -2.235 0.097 0.134 -0.69 0.99 0.37
O 0.720 0.526 -1.283 -1.33 -0.60 0.80
O 1.256 -0.795 -0.950 0.60 0.32 -1.96
O 1.854 -0.648 2.749 0.46 3.52 1.54
O -1.452 -1.746 -0.016 0.82 -0.02 -1.51


| no. | maximum force (eV/A) |
| --- | --- |
| 1 | 3.04 |
| 2 | 0.60 |
| 3 | 4.88 |
| 4 | 4.98 |